Record 1
Below is a 8-piece molecular cluster, C28H78N6O8 overall, with properties calculated with the ωB97M-V functional and the def2-TZVPD basis.

Atoms and positions in Å:
C1 -3.15 -3.09 4.70
C2 -2.82 -4.33 5.63
O1 -1.58 -4.78 5.18
H1 -3.83 -3.36 3.89
H2 -2.31 -2.43 4.48
H3 -3.77 -2.57 5.44
H4 -3.66 -5.03 5.52
H5 -2.78 -4.21 6.72
H6 -0.95 -4.26 5.69
C3 4.14 -8.16 -2.36
C4 2.97 -7.49 -1.53
O2 2.53 -8.36 -0.46
H7 4.92 -8.17 -1.59
H8 4.45 -7.52 -3.18
H9 3.94 -9.12 -2.83
H10 2.07 -7.32 -2.13
H11 3.25 -6.57 -1.01
H12 2.17 -7.97 0.33
C5 4.73 6.10 0.08
C6 5.70 5.11 -0.47
C7 5.06 3.97 -1.30
O3 4.12 3.30 -0.50
C8 4.70 2.15 0.17
N1 6.61 5.78 -1.31
H13 4.07 5.65 0.82
H14 4.07 6.41 -0.73
H15 5.17 7.05 0.38
H16 6.35 4.65 0.27
H17 5.89 3.29 -1.49
H18 4.62 4.09 -2.29
H19 5.72 2.33 0.51
H20 4.75 1.38 -0.60
H21 4.12 1.79 1.02
H22 6.08 6.19 -2.07
H23 7.17 5.12 -1.82
C9 5.97 -11.00 -10.29
C10 7.46 -11.19 -10.79
C11 8.44 -10.69 -9.74
O4 8.29 -9.27 -9.57
C12 9.13 -8.68 -8.63
N2 7.70 -12.47 -11.40
H24 5.90 -11.61 -9.39
H25 5.26 -11.46 -10.98
H26 5.70 -9.95 -10.18
H27 7.58 -10.48 -11.61
H28 9.44 -10.87 -10.14
H29 8.40 -11.25 -8.80
H30 10.05 -9.25 -8.54
H31 8.48 -8.78 -7.76
H32 9.50 -7.68 -8.86
H33 7.85 -13.28 -10.82
H34 8.56 -12.40 -11.92
C13 -8.82 -6.36 -2.27
C14 -7.34 -5.89 -2.05
C15 -6.39 -7.01 -1.98
O5 -6.63 -8.11 -2.82
C16 -5.50 -8.95 -2.95
N3 -7.01 -5.06 -3.19
H35 -9.55 -5.72 -1.77
H36 -9.10 -7.30 -1.79
H37 -9.23 -6.40 -3.27
H38 -7.34 -5.25 -1.16
H39 -6.67 -7.38 -0.99
H40 -5.38 -6.62 -2.11
H41 -5.26 -9.47 -2.02
H42 -4.62 -8.31 -3.02
H43 -5.75 -9.61 -3.78
H44 -6.97 -5.71 -3.95
H45 -6.04 -4.80 -3.05
C17 -0.41 -4.41 -7.58
C18 -1.45 -3.25 -7.46
C19 -1.47 -2.25 -6.25
O6 -1.93 -2.89 -5.08
C20 -1.60 -2.40 -3.80
N4 -1.22 -2.29 -8.56
H46 -0.59 -4.88 -8.55
H47 -0.54 -5.02 -6.69
H48 0.59 -3.98 -7.61
H49 -2.44 -3.70 -7.53
H50 -2.18 -1.42 -6.22
H51 -0.52 -1.77 -6.02
H52 -0.53 -2.24 -3.74
H53 -2.04 -3.08 -3.07
H54 -2.05 -1.41 -3.68
H55 -2.00 -1.65 -8.58
H56 -0.36 -1.82 -8.33
C21 4.84 -4.70 6.58
C22 5.30 -3.39 5.97
C23 4.99 -2.10 6.85
O7 3.52 -2.09 6.96
C24 3.16 -1.09 7.88
N5 6.71 -3.63 5.75
H57 3.92 -4.69 7.17
H58 5.46 -5.09 7.38
H59 4.83 -5.50 5.84
H60 4.86 -3.35 4.97
H61 5.27 -1.24 6.24
H62 5.56 -2.14 7.78
H63 3.50 -1.32 8.89
H64 2.10 -0.87 7.82
H65 3.54 -0.07 7.82
H66 7.19 -2.90 5.25
H67 7.27 -3.79 6.57
C25 5.60 -15.36 2.69
C26 4.79 -14.14 3.09
C27 3.93 -14.32 4.34
O8 3.15 -13.16 4.67
C28 2.71 -13.19 5.99
N6 5.66 -13.00 3.22
H68 5.15 -16.31 2.39
H69 6.07 -15.76 3.59
H70 6.29 -15.08 1.89
H71 4.05 -13.85 2.35
H72 4.56 -14.39 5.22
H73 3.24 -15.15 4.24
H74 3.40 -13.00 6.82
H75 2.18 -14.12 6.20
H76 1.95 -12.41 6.12
H77 5.08 -12.36 3.75
H78 5.56 -12.61 2.29

## Properties
- charge = 0
- molecular weight (Da) = 626.97
- relative energy (zero: lowest compared OMol25 entry of this formula, charge and spin) (kcal per mole) = 156.8
- frontier orbital gap (eV) = 9.51
- LUMO level (hartree) = 0.0158
- structure (SMILES) = COC[C@H](C)N.COC[C@H](C)N.COC[C@H](C)N.COC[C@H](C)N.COC[C@H](C)N.COC[C@H](C)N.CCO.CCO
- spin multiplicity = 1

***

Record 2
Below is a 2-piece molecular cluster, C5H11NO2 overall, with properties calculated with the ωB97M-V functional and the def2-TZVPD basis.

Atoms and positions in Å:
O1 -0.86 -2.63 -0.49
C1 0.06 -2.91 -1.31
N1 1.07 -2.12 -1.72
C2 1.06 -0.81 -1.09
C3 -0.88 2.37 0.26
C4 -1.69 1.76 1.40
O2 0.26 1.64 0.02
C5 1.64 -0.90 0.31
H1 0.11 -3.85 -1.73
H2 2.65 -1.26 0.32
H3 0.07 -0.35 -1.06
H4 -1.53 2.39 -0.64
H5 -1.07 1.69 2.29
H6 -2.61 2.37 1.73
H7 -2.04 0.77 1.15
H8 -0.61 3.44 0.52
H9 1.07 -1.60 0.92
H10 1.61 0.09 0.81
H11 1.67 -0.10 -1.69

## Properties
- charge = 0
- molecular weight (Da) = 117.15
- relative energy (zero: lowest compared OMol25 entry of this formula, charge and spin) (kcal per mole) = 188.8
- frontier orbital gap (eV) = 3.80
- LUMO level (hartree) = -0.1781
- spin multiplicity = 1

***

Record 3
Below is a 13-piece molecular cluster, H27O13 overall, with properties calculated with the ωB97M-V functional and the def2-TZVPD basis.

Atoms and positions in Å:
O1 1.76 1.84 -0.92
H1 -2.83 0.43 0.37
H2 -0.95 2.39 -0.51
O2 0.52 -0.41 -3.57
H3 -1.84 0.15 -0.88
H4 -0.70 1.70 2.46
O3 -1.94 -1.89 -0.72
H5 1.41 -0.70 -3.27
O4 -1.08 2.60 2.49
H6 0.56 2.54 -0.18
H7 -0.32 2.95 3.02
O5 -0.35 2.86 0.11
H8 1.12 1.16 -1.15
H9 -0.23 -0.04 0.70
O6 0.34 0.51 1.27
H10 0.68 0.14 -4.35
H11 0.37 -0.18 1.97
O7 1.56 2.89 2.89
H12 -1.34 2.21 -2.92
H13 1.77 2.71 3.81
O8 -2.76 -2.05 1.78
H14 -3.32 -2.54 2.39
H15 -0.70 2.64 1.07
O9 0.70 -2.38 2.06
H16 0.55 -4.76 0.24
H17 0.96 -3.27 2.33
O10 2.90 -1.56 -2.84
H18 3.62 -0.92 -2.92
H19 3.09 -2.14 -2.10
O11 -2.16 0.78 -0.22
H20 -2.20 -1.50 2.33
H21 2.42 2.01 -1.60
O12 1.39 -4.27 0.28
H22 0.02 -2.62 1.40
H23 2.09 2.30 2.36
O13 -1.02 1.43 -2.45
H24 -2.83 -1.62 -0.47
H25 -0.72 0.64 -2.94
H26 1.76 -4.57 -0.56
H27 -1.96 -2.68 -1.26

## Properties
- charge = +1
- molecular weight (Da) = 235.20
- relative energy (zero: lowest compared OMol25 entry of this formula, charge and spin) (kcal per mole) = 24.5
- frontier orbital gap (eV) = 11.35
- LUMO level (hartree) = -0.0983
- spin multiplicity = 1

***

Record 4
Below is a single C11H15NOS molecule, with properties calculated with the ωB97M-V functional and the def2-TZVPD basis.

Atoms and positions in Å:
C1 -4.25 -0.89 -0.45
C2 -1.34 -1.33 -1.02
C3 0.05 -1.09 -1.25
C4 -1.84 -0.61 -0.02
C5 0.59 -0.24 -0.28
C6 -3.61 0.86 1.35
C7 2.55 0.47 1.38
C8 2.48 1.41 -1.12
C9 3.11 -0.90 -0.64
C10 -3.28 -0.53 0.57
C11 2.20 0.16 -0.18
N1 -5.04 -1.03 -1.27
O1 -0.85 1.58 1.20
S1 -0.53 0.14 1.03
H1 -1.94 -1.86 -1.70
H2 0.40 -1.61 -2.14
H3 -2.82 1.53 1.15
H4 -4.40 1.40 0.92
H5 -3.71 0.65 2.40
H6 3.63 0.76 1.41
H7 1.77 1.25 1.83
H8 2.43 -0.38 2.04
H9 3.42 1.83 -1.02
H10 1.76 2.16 -0.97
H11 2.43 1.24 -2.27
H12 2.68 -1.42 -1.42
H13 3.32 -1.65 0.12
H14 4.11 -0.54 -1.00
H15 -3.31 -1.37 1.35

## Properties
- charge = 0
- molecular weight (Da) = 209.31
- relative energy (zero: lowest compared OMol25 entry of this formula, charge and spin) (kcal per mole) = 114.0
- frontier orbital gap (eV) = 8.58
- LUMO level (hartree) = -0.0203
- spin multiplicity = 1